10
Properties=species:S:1:pos:R:3:forces:R:3 method="wB97M-V/def2-TZVPD" homo_energy_ev=-9.71 orbital_gap_ev=10.15 relative_energy_ev=2.347 lumo_energy_ha=0.0161
F 2.298559 0.934516 -1.471503 -0.1 -1.1 0.7
O -3.441241 -0.987876 0.557552 -2.8 0.6 -2.2
O -1.664323 -1.361759 1.935055 0.9 -0.2 0.6
N 1.543152 0.384281 0.455441 1.7 0.8 1.1
C 1.755590 -0.120832 -0.739489 -0.1 1.1 -0.9
C -2.560145 -1.179989 1.232711 2.0 -0.3 1.6
H 1.244435 -0.235069 1.181313 -0.3 -0.5 0.1
H -0.757374 0.962217 -1.624611 0.5 -1.9 -3.0
H -0.604770 0.478581 -2.358679 -0.6 1.9 2.9
H 2.186120 1.125931 0.832206 -1.2 -0.4 -0.8